DFT (ωB97M-V/def2-TZVPD) results for a molecular structure, C15H23B2F18HfN2O9S3.

```
! RIJCOSX wB97M-V def2-TZVPD def2/J DEFGRID3
* xyz -1 1
Hf 0.9526 -1.5144 -3.3497
C 1.3873 3.3127 4.7342
C 0.6411 2.0056 4.5584
C -0.0924 2.0367 3.2414
N -0.9868 0.8799 3.1060
C -0.2949 -0.4202 3.3263
C -2.1579 0.9582 4.0708
C -3.3671 0.5831 3.2819
C -3.1466 1.1317 1.8890
C -1.6495 0.8515 1.7144
H 0.7652 4.1959 4.9507
H 1.8388 3.5750 3.7750
H 2.1032 3.3761 5.5517
H -0.0987 1.8721 5.3499
H 1.3849 1.2110 4.5799
H 0.4569 2.0366 2.3061
H -0.6798 2.9590 3.2522
H 0.6140 -0.4924 2.7400
H -0.9556 -1.1792 2.9148
H -0.2314 -0.5446 4.3986
H -2.0414 0.3468 4.9618
H -2.2470 1.9838 4.4331
H -3.4668 -0.5051 3.2754
H -4.2933 0.9763 3.7105
H -3.7820 0.5569 1.2269
H -3.2266 2.2100 1.7716
H -1.4963 -0.1063 1.2265
H -1.1922 1.6400 1.1237
C 4.4078 -0.9838 -0.2697
F 5.6793 -0.8756 0.1492
F 3.7891 -1.9326 0.4028
F 3.8187 0.1759 -0.0324
S 4.4281 -1.3088 -2.0988
O 4.9080 -0.0884 -2.6416
O 5.2194 -2.4763 -2.2901
O 2.9911 -1.5643 -2.3805
C -1.8604 -5.0853 -1.7146
F -1.8783 -6.2502 -2.1848
F -2.9279 -4.9613 -0.9507
F -0.7977 -4.9492 -0.9501
S -1.9356 -3.7382 -3.0179
O -3.0061 -2.8942 -2.6111
O -0.5929 -3.1103 -2.9293
O -2.1533 -4.4292 -4.2459
C -3.1742 0.4766 -2.0595
F -4.1646 1.3120 -2.2139
F -2.3870 0.8890 -1.0341
F -3.6167 -0.6851 -1.6918
S -2.2057 0.3293 -3.6451
O -0.9898 -0.4004 -3.2314
O -3.0962 -0.3170 -4.5528
O -1.9349 1.7009 -3.9820
B 0.3517 -1.4267 -0.4435
F -1.0077 -1.7385 -0.3870
F 0.6329 -0.3571 -1.3786
F 0.9127 -1.1853 0.8060
F 1.0290 -2.4711 -1.1489
B 1.7276 -4.6424 -3.8910
F 1.0072 -3.9463 -4.9146
F 2.8558 -5.2953 -4.3948
F 2.0170 -3.5873 -2.9585
F 0.9208 -5.5843 -3.2076
F 1.4619 0.5392 -3.7554
N 1.0630 3.0612 -2.0441
C 1.2076 4.4132 -2.1216
C 1.6807 4.8349 -0.9027
C 1.9529 3.6643 -0.1385
C 1.5323 2.5675 -0.8576
H 0.7350 2.4728 -2.8039
H 0.9270 4.9028 -3.0354
H 1.9549 5.8081 -0.5296
H 2.4641 3.6618 0.8104
H 1.3156 1.5381 -0.6482
*
```

Properties
Gap between HOMO and LUMO, eV: 7.1
E_HOMO, eV: -6.210
Energy, eV: -121433.6168